A structure of composition C13H16N2O2 at a distorted geometry, computed with ωB97M-V/def2-TZVPD.

Summary:
Frontier orbital gap = 0.323 Eh
Energy = -20805.195 eV
E_LUMO = -0.1 eV
Energy relative to the best compared isomer or geometry (same formula, charge and spin) = 276.0 kcal/mol

Each line ends with the Löwdin charge.
CARTESIAN COORDINATES (ANGSTROEM)
O  -1.01929  -2.77813  -0.03129  -0.052
O  0.86812  0.33498  -1.47767  0.120
N  0.66321  -0.85788  0.27015  0.176
N  -1.76915  -0.57338  -0.27989  -0.065
C  -0.75787  -1.44620  -0.00990  -0.216
C  5.51110  0.05718  0.32941  0.044
C  -2.74969  1.65667  0.78978  -0.014
C  3.20008  -0.05684  1.06423  -0.066
C  1.42456  -0.22502  -0.58709  -0.552
C  3.57012  0.08961  -1.07473  -0.093
C  -4.02773  1.01939  0.23388  -0.224
C  2.70787  -0.03009  -0.16341  -0.292
C  4.52609  -0.31009  1.36816  -0.077
C  4.98249  0.29017  -1.21258  0.087
C  -1.56519  0.76041  -0.26962  -0.129
C  -4.18431  -0.42530  -0.00927  -0.231
C  -3.09430  -1.04398  -0.66558  -0.142
H  -4.88124  1.35594  1.00853  0.164
H  6.49387  0.21032  0.50907  0.029
H  -3.91602  -0.82043  0.99740  0.147
H  0.89296  -1.51959  1.02223  0.143
H  -0.62550  1.16359  0.14271  0.111
H  -3.03305  -2.00957  -0.99508  0.083
H  -1.63727  1.51496  -1.09926  0.135
H  2.38001  -0.35682  2.02155  0.190
H  -4.19923  1.37858  -0.67351  0.054
H  -2.65431  1.12409  1.66345  0.073
H  3.29694  0.15291  -2.24047  0.172
H  5.66207  0.22701  -1.90059  0.018
H  4.89406  -0.21548  2.46385  0.127
H  -2.67657  2.50980  0.97926  -0.025
H  -3.16323  -0.46988  -1.95540  0.216
H  -5.11958  -0.70694  -0.21833  0.092

---

A structure of composition C10H18Cl2N2Tb at a distorted geometry, computed with ωB97M-V/def2-TZVPD.

Summary:
Frontier orbital gap (alpha / beta) = 0.183 / 0.171 Eh
Total charge = -1
Energy = -61121.056 eV
Multiplicity = 7
E_LUMO (alpha / beta) = 2.4 / 2.4 eV
Energy relative to the best compared isomer or geometry (same formula, charge and spin) = 12.6 kcal/mol

Each line ends with the Mulliken spin population.
CARTESIAN COORDINATES (ANGSTROEM)
Tb  0.79738  -0.31960  -0.04998  6.344
Cl  0.75974  -2.80514  -0.41414  -0.010
Cl  1.96979  1.60924  1.13123  -0.013
N  -0.07274  -0.15345  4.77878  0.001
N  0.00476  -0.50058  2.32450  -0.010
C  -1.63281  0.89694  -2.40408  0.043
C  -0.59590  -0.29825  -4.42418  -0.003
C  -0.63091  -1.18350  5.66655  0.001
C  -0.03300  -0.33574  3.48686  0.000
C  0.83515  0.32937  -2.43818  -0.110
C  0.54959  -0.76667  -3.52780  -0.011
C  0.42425  1.09132  5.39194  0.000
C  -1.86244  -0.01728  -3.62533  -0.002
C  2.23694  -0.03927  -1.59036  -0.109
C  -0.29057  0.79995  -1.76380  -0.088
H  -2.28579  -0.96876  -3.28078  0.002
H  -0.28704  0.61992  -4.94066  0.005
H  -0.08881  1.55702  -0.96851  -0.013
H  0.30801  -1.71214  -3.02292  0.000
H  0.33317  0.98063  6.47571  0.000
H  -2.40965  0.68566  -1.65573  -0.012
H  -0.08606  -2.13068  5.55247  0.000
H  -1.80368  1.93959  -2.71603  -0.008
H  1.47522  1.26509  5.12212  0.000
H  1.45325  -0.93215  -4.12935  0.001
H  -1.69169  -1.36118  5.44128  0.000
H  -0.53007  -0.82366  6.69363  0.000
H  -0.16833  1.95595  5.06039  0.000
H  -2.61222  0.44049  -4.28141  0.001
H  2.81009  0.89138  -1.53669  0.010
H  -0.79905  -1.04384  -5.20066  0.000
H  2.72342  -0.86361  -2.11563  0.017
H  1.20002  1.19297  -3.03923  -0.034

---

A cluster of 9 separate species, C42H56Cl17N2O4PS in total at a distorted geometry, computed with ωB97M-V/def2-TZVPD.

Summary:
Frontier orbital gap = 0.259 Eh
Structure (SMILES) = CCP(C)c1c(N)cc2c(c1CCCCNC(C)=O)C(=O)c1c(COc3cc(C)ccc3C(C)C)cc(S)c(Cl)c1C2=O.ClCCl.ClCCl.ClCCl.ClCCl.ClCCl.ClCCl.ClCCl.ClCCl
Energy = -288638.571 eV
E_LUMO = -0.6 eV

Each line ends with the Löwdin charge.
CARTESIAN COORDINATES (ANGSTROEM)
Cl  5.04418  7.27926  -2.84250  0.517
Cl  1.71985  6.47848  7.66111  0.549
Cl  3.74765  4.89278  -3.95107  0.566
Cl  -4.75807  0.62282  -6.61568  0.532
Cl  2.19895  -6.99754  -2.14477  0.543
Cl  -6.07831  -1.22342  3.95930  0.513
Cl  -1.54148  -5.29140  -1.90003  0.569
Cl  2.73449  -5.86301  7.00781  0.502
Cl  -6.13759  -5.87739  -1.60782  0.520
Cl  -5.25082  -3.23742  1.98761  0.504
Cl  -4.84941  -6.90473  0.80870  0.533
Cl  -5.93122  -2.02752  -7.09415  0.516
Cl  2.46947  -3.18951  8.19872  0.508
Cl  4.64055  6.70835  7.72713  0.504
Cl  1.16230  -6.14977  -4.75515  0.608
Cl  -2.26035  -3.16038  -0.00136  0.507
Cl  3.29065  -5.24933  1.28439  0.753
S  3.22214  -4.11807  4.31953  0.733
P  -1.56163  -0.60606  -4.37532  0.992
O  2.68265  0.57677  -0.53098  0.119
O  3.63435  -3.93844  -1.32495  0.083
O  2.19968  5.91896  -0.06826  0.062
O  1.19251  1.23445  1.71231  -0.041
N  1.75082  3.70820  -0.44322  0.081
N  -0.19797  -3.39824  -4.74582  0.065
C  1.03179  3.78729  -1.72922  -0.164
C  -2.23378  -4.90024  -0.32245  -1.009
C  -1.59272  0.77941  1.23372  -0.042
C  3.53749  6.57696  -3.43837  -0.996
C  -6.00302  -2.94052  3.56160  -1.026
C  3.13074  6.94723  8.61575  -1.015
C  2.40630  -0.86799  2.04127  -0.092
C  2.42666  -1.38574  0.74728  -0.012
C  1.59162  3.14494  3.13901  0.014
C  2.95234  -3.59876  1.58816  -0.595
C  0.81041  2.44246  2.23625  -0.220
C  2.22601  0.57766  2.40869  -0.142
C  -2.70328  -1.92121  -4.93552  -0.466
C  -2.49950  2.93215  0.32481  -0.072
C  1.43705  2.70620  -2.74750  -0.196
C  -0.40951  2.97168  1.78562  -0.127
C  2.03295  5.09494  4.66184  -0.083
C  1.42038  -1.20237  -1.54752  -0.025
C  -0.79715  4.19613  2.29793  -0.018
C  -6.24241  -0.29931  -6.88911  -1.007
C  -0.02966  4.89454  3.22956  -0.038
C  2.60619  -6.44561  -3.76678  -0.974
C  1.25108  -3.22551  -2.83404  0.023
C  2.89958  -3.10822  2.89649  -0.590
C  0.24694  1.82529  -3.13313  -0.179
C  4.07831  4.45878  -0.12064  0.003
C  1.79774  -2.52682  -1.78034  -0.081
C  -1.23212  2.20699  0.76319  -0.355
C  2.19305  -0.53276  -0.46246  -0.240
C  2.71906  -2.73454  0.52137  -0.086
C  2.61413  4.78825  -0.20572  -0.534
C  2.63202  -1.75129  3.09404  -0.035
C  -6.37380  -6.41344  0.05828  -1.010
C  0.00591  0.80237  -1.99769  -0.164
C  -0.20778  -1.33994  -3.36537  -0.235
C  -2.69656  0.25005  -3.19784  -0.272
C  2.13178  -4.91299  8.37499  -1.008
C  -3.11138  -2.99604  -3.92781  -0.169
C  0.28555  -2.64118  -3.64053  -0.291
C  1.17866  4.37413  3.65685  -0.268
C  2.80015  -3.16480  -0.90813  -0.303
C  0.41067  -0.61203  -2.32321  -0.121
H  -3.24784  -5.27220  -0.30917  -0.066
H  2.25895  2.09942  -2.37620  0.104
H  -6.78177  -5.58968  0.63204  -0.001
H  -2.89444  2.46743  -0.57591  0.071
H  -3.69986  0.04664  -3.56933  0.027
H  2.62318  -1.38456  4.11105  0.112
H  3.15876  6.33747  9.51021  0.022
H  -2.65455  -0.15281  -2.18868  0.039
H  1.19908  4.76096  -2.18570  0.100
H  1.56464  6.02774  4.95340  0.035
H  0.49782  1.29765  -4.05102  0.089
H  1.58682  -4.23267  -3.04565  0.057
H  2.06237  0.63334  3.48531  0.129
H  -0.60653  2.11234  -0.12299  0.079
H  2.31897  2.86770  -0.41129  0.084
H  -1.64161  -5.38446  0.44493  0.029
H  3.04298  7.99653  8.86852  0.023
H  -6.71558  0.07376  -7.78880  0.022
H  -1.03212  0.77586  -1.67643  0.073
H  -3.55916  -1.38089  -5.33725  -0.016
H  -7.01315  -3.33062  3.53832  0.022
H  -7.04762  -7.26117  0.06314  0.025
H  2.55155  2.77119  3.46932  0.112
H  0.22024  -3.04741  -5.60161  0.106
H  -0.86001  0.05466  0.88806  0.060
H  -6.89020  -0.16727  -6.03135  0.024
H  1.05937  -5.04940  8.43792  0.024
H  2.61805  -5.26943  9.27442  0.023
H  -2.54634  0.48365  0.79262  0.071
H  -2.29823  3.97870  0.09901  0.072
H  3.04136  5.26606  4.29064  0.084
H  -4.02669  -2.70259  -3.41114  0.069
H  0.08772  -4.36481  -4.64406  -0.061
H  -2.32216  -3.15459  -3.19951  -0.017
H  4.22342  3.69909  0.64958  0.082
H  1.78561  3.23532  -3.63041  0.044
H  2.02846  -4.67559  4.53775  -0.136
H  -2.55768  1.32584  -3.21439  0.026
H  2.80707  6.60364  -2.63662  0.007
H  -0.04083  3.71503  -1.54456  0.104
H  -3.25292  2.91699  1.11377  0.089
H  -1.68278  0.71747  2.31551  0.090
H  -0.61362  2.46396  -3.32002  0.105
H  -0.39456  5.83835  3.61030  0.108
H  3.20109  7.15311  -4.29127  0.025
H  -5.41539  -3.44515  4.31846  0.024
H  -3.32161  -3.92601  -4.45142  0.068
H  0.57209  1.14903  -1.14337  0.077
H  3.17876  1.08277  2.21083  0.141
H  -2.22014  -2.38968  -5.78535  0.047
H  3.16307  -5.51917  -3.68097  0.021
H  4.61757  5.36046  0.14617  0.081
H  4.43842  4.04270  -1.05961  0.069
H  -1.72996  4.64377  1.98811  0.101
H  2.11674  4.48645  5.56221  0.060
H  3.19794  -7.20890  -4.25635  0.028

---

- Which value of energy does entry 2 give?
  -61121.056 eV